(1)
Computed, not measured: the molecule C41H36N2OS2 at a distorted geometry, with ωB97M-V/def2-TZVPD.

Structure (XYZ):
```
82
Properties=species:S:1:pos:R:3:mulliken_charge:R:1
C -1.95 -0.18 3.19 -1.429
C -0.49 0.23 3.12 0.398
C -0.22 0.78 1.76 -1.275
O 0.26 -1.00 3.43 -0.369
C 1.51 -0.85 3.90 0.651
S 2.02 -2.29 4.74 -0.220
S 2.35 0.56 3.89 -0.285
H -2.60 0.69 3.06 0.412
H -2.15 -0.90 2.38 0.333
H -2.20 -0.66 4.14 0.348
H -0.25 0.99 3.89 0.416
H -0.95 1.58 1.60 0.408
H 0.78 1.20 1.67 0.325
H -0.38 0.02 0.99 0.321
C 5.73 -2.82 -4.37 -0.407
C 4.53 -2.19 -4.04 -0.771
C 3.69 -2.74 -3.06 0.204
C 4.07 -3.92 -2.41 -0.643
N 3.22 -4.48 -1.41 0.782
C 2.29 -5.48 -1.78 -0.226
C 2.76 -6.74 -2.18 -0.130
C 1.82 -7.70 -2.56 -0.744
C 0.46 -7.37 -2.64 -0.414
C 0.01 -6.11 -2.24 -0.785
C 0.92 -5.17 -1.75 0.343
C 3.17 -3.97 -0.12 1.338
C 3.81 -2.76 0.19 -0.842
C 3.90 -2.34 1.50 -1.097
C 3.37 -3.11 2.53 0.489
C 3.60 -2.65 3.96 0.065
C 4.49 -3.58 4.81 -0.659
C 4.98 -3.16 6.04 -0.911
C 5.99 -3.86 6.70 -0.640
C 6.36 -5.15 6.25 0.645
N 7.28 -5.96 6.94 1.016
C 7.16 -7.39 6.99 -0.596
C 8.09 -8.20 6.32 -0.192
C 8.08 -9.58 6.53 -0.648
C 7.20 -10.15 7.44 -0.373
C 6.30 -9.34 8.14 -0.767
C 6.26 -7.97 7.90 0.035
C 8.41 -5.43 7.65 -0.473
C 8.47 -5.63 9.04 -0.177
C 9.65 -5.36 9.73 -0.631
C 10.79 -4.97 9.03 -0.361
C 10.74 -4.79 7.64 -0.711
C 9.55 -5.01 6.95 -0.092
C 5.75 -5.64 5.09 -0.668
C 4.87 -4.85 4.36 -0.464
C 2.66 -4.27 2.23 -0.897
C 2.59 -4.74 0.91 -0.382
C 5.22 -4.61 -2.81 -0.113
C 6.07 -4.03 -3.76 -0.737
H 6.40 -2.38 -5.11 0.372
H 4.23 -1.28 -4.55 0.366
H 2.75 -2.26 -2.80 0.438
H 3.83 -6.94 -2.16 0.174
H 2.17 -8.70 -2.80 0.399
H -0.26 -8.11 -3.01 0.361
H -1.04 -5.84 -2.29 0.370
H 0.61 -4.20 -1.36 0.430
H 4.25 -2.17 -0.62 0.457
H 4.39 -1.39 1.76 0.354
H 4.05 -1.65 3.96 0.649
H 4.58 -2.24 6.48 0.425
H 6.50 -3.45 7.57 0.445
H 8.82 -7.72 5.66 0.385
H 8.79 -10.20 5.97 0.368
H 7.23 -11.23 7.63 0.371
H 5.63 -9.77 8.88 0.363
H 5.57 -7.32 8.44 0.460
H 7.59 -6.02 9.56 0.366
H 9.68 -5.50 10.81 0.373
H 11.73 -4.80 9.57 0.369
H 11.64 -4.51 7.09 0.361
H 9.49 -4.90 5.86 0.426
H 5.99 -6.65 4.74 0.415
H 4.46 -5.26 3.43 0.427
H 2.20 -4.86 3.02 0.585
H 2.13 -5.71 0.68 0.399
H 5.45 -5.57 -2.35 0.324
H 7.00 -4.55 -4.02 0.367
```

As for the net charge: 0. The LUMO energy comes out at 0.323 eV. For the total energy, the calculation gives -69798.960 eV. As for the HOMO-LUMO gap: 7.78 eV.


(2)
Computed, not measured: a structure of composition C7H6N2O4S at a distorted geometry, with ωB97M-V/def2-TZVPD.

Structure (XYZ):
```
20
Properties=species:S:1:pos:R:3:nbo_charge:R:1
C 1.86 -0.08 -0.39 -0.193
C 1.09 0.84 -1.15 -0.196
C 1.24 -0.93 0.41 -0.199
C -0.27 0.77 -1.13 -0.163
C -0.12 -1.01 0.52 -0.162
C -0.92 -0.18 -0.29 -0.120
C -2.36 -0.34 -0.15 -0.037
N -2.99 0.39 1.49 -0.813
N -2.90 -1.62 -0.31 0.479
O -3.83 -1.97 0.39 -0.372
O -2.34 -2.30 -1.11 -0.318
O -4.82 0.85 -0.49 -0.874
O -2.95 2.31 -0.26 -0.873
S -3.50 1.07 0.05 2.300
H 2.94 0.04 -0.55 0.228
H 1.63 1.57 -1.83 0.228
H 1.71 -1.63 1.24 0.223
H -0.89 1.29 -1.84 0.232
H -0.52 -1.59 1.32 0.216
H -3.40 -0.36 1.97 0.413
```

As for the net charge: 0. The LUMO energy comes out at -1.319 eV. For the total energy, the calculation gives -29354.749 eV. As for the HOMO-LUMO gap: 8.79 eV.


(3)
Computed, not measured: a structure of composition C23H25BaF3NO at a distorted geometry, with ωB97M-V/def2-TZVPD.

Structure (XYZ):
```
54
Properties=species:S:1:pos:R:3:nbo_charge:R:1
C 2.58 0.32 1.78 -0.417
C 2.80 -0.29 0.51 -0.387
C 2.87 0.75 -0.47 -0.381
H 2.93 -1.35 0.32 0.212
C 2.70 1.99 0.20 -0.399
C 2.53 1.73 1.58 -0.402
H 2.79 2.98 -0.27 0.201
C -1.62 -1.76 1.38 -0.399
C -0.44 -2.32 0.80 -0.402
C -0.57 -2.28 -0.61 -0.366
H 0.40 -2.77 1.34 0.210
C -1.83 -1.68 -0.92 -0.157
C -2.46 -1.36 0.31 -0.393
H 3.09 0.61 -1.53 0.210
H 2.45 2.49 2.37 0.215
H 2.54 -0.20 2.74 0.212
H -3.49 -0.98 0.40 0.208
H 0.13 -2.69 -1.34 0.205
H -1.87 -1.73 2.44 0.218
Ba -0.05 0.65 0.54 1.741
C -2.51 -1.64 -2.28 -0.039
C -3.91 -2.25 -2.14 -0.595
C -1.73 -2.45 -3.32 -0.612
H -3.85 -3.29 -1.80 0.219
H -4.43 -2.24 -3.11 0.182
H -4.53 -1.69 -1.42 0.213
H -1.67 -3.50 -3.01 0.220
H -0.71 -2.07 -3.47 0.218
H -2.26 -2.42 -4.28 0.188
C -2.69 -0.17 -2.78 -0.482
C -1.45 0.65 -3.04 0.697
H -3.31 0.39 -2.05 0.248
H -3.25 -0.21 -3.73 0.190
O -0.48 0.68 -2.25 -0.697
N -1.40 1.41 -4.15 -0.607
C -0.39 2.48 -4.27 -0.254
H -2.25 1.52 -4.69 0.396
C 1.00 1.94 -4.48 0.077
C 2.11 2.59 -3.91 -0.227
H 1.93 3.48 -3.30 0.212
C 3.39 2.09 -4.11 -0.203
H 4.25 2.61 -3.66 0.218
C 3.59 0.95 -4.89 -0.224
H 4.60 0.56 -5.05 0.211
C 2.49 0.31 -5.48 -0.204
H 2.63 -0.57 -6.10 0.209
C 1.20 0.82 -5.28 -0.248
H 0.33 0.33 -5.74 0.213
H -0.41 3.11 -3.37 0.213
H -0.69 3.09 -5.12 0.205
F -1.64 1.79 3.60 -0.427
C -1.85 2.26 2.31 0.409
F -3.21 2.12 2.10 -0.424
F -1.63 3.62 2.39 -0.425
```

As for the net charge: -1. The LUMO energy comes out at 2.244 eV. For the total energy, the calculation gives -36643.286 eV. As for the HOMO-LUMO gap: 6.42 eV.


(4)
Computed, not measured: a cluster of 2 separate species, C13H25ClFNO9P3S2 in total at a distorted geometry, with ωB97M-V/def2-TZVPD.

Structure (XYZ):
```
55
Properties=species:S:1:pos:R:3:nbo_charge:R:1
C -4.40 -0.22 -3.28 -0.730
C -4.52 -1.64 -2.77 0.819
O -5.40 -2.02 -2.05 -0.553
O -3.48 -2.44 -3.18 -0.565
C -2.57 -2.58 -2.05 -0.063
C -1.14 -2.89 -2.53 -0.437
C -0.46 -3.83 -1.52 -0.381
C 0.59 -3.10 -0.62 -0.420
C -0.16 -2.18 0.35 -0.775
P 0.82 -0.90 1.41 0.958
Cl -1.10 0.31 1.37 -0.507
C 1.45 0.05 -0.10 -0.770
C 2.77 0.84 0.06 -0.064
O 2.62 2.19 0.41 -0.736
N 1.67 0.29 2.53 -0.719
C 1.06 1.24 2.95 0.267
S 0.74 2.79 3.25 -0.106
P -0.04 -1.87 3.33 0.518
S 1.07 -1.74 4.95 -0.628
P 2.71 -2.21 1.50 2.000
O 3.66 -1.61 2.45 -1.127
O 2.43 -3.71 2.08 -0.971
O 3.53 -2.25 0.09 -1.021
H -4.24 -0.27 -4.36 0.231
H -5.32 0.32 -3.04 0.230
H -3.57 0.28 -2.78 0.245
H -2.95 -3.35 -1.39 0.184
H -2.58 -1.65 -1.48 0.182
H -0.60 -1.96 -2.70 0.214
H -1.28 -3.46 -3.45 0.218
H -1.15 -4.33 -0.84 0.193
H 0.08 -4.62 -2.05 0.201
H 1.14 -3.93 -0.15 0.196
H 1.29 -2.63 -1.31 0.214
H -0.84 -1.58 -0.25 0.231
H -0.81 -2.81 0.96 0.207
H 1.55 -0.56 -0.99 0.226
H 0.68 0.79 -0.33 0.245
H 3.50 0.39 0.73 0.196
H 3.24 0.83 -0.94 0.141
H 1.72 2.49 0.25 0.483
H -1.25 -1.21 3.65 0.018
H -0.29 -3.26 3.14 -0.049
H 1.52 -3.98 1.94 0.487
H 4.29 -1.67 0.17 0.513
C 1.26 6.82 0.86 -0.128
C -0.21 7.09 0.65 0.443
O -0.67 5.90 0.05 -0.496
C 0.15 4.90 0.50 0.969
O -0.10 3.74 0.42 -0.541
O 1.27 5.41 1.07 -0.465
F -0.41 8.13 -0.21 -0.334
H 1.85 7.05 -0.03 0.199
H 1.67 7.35 1.71 0.206
H -0.77 7.28 1.57 0.153
```

As for the net charge: -1. The LUMO energy comes out at 2.268 eV. For the total energy, the calculation gives -98583.758 eV. As for the HOMO-LUMO gap: 6.81 eV.


(5)
Computed, not measured: a structure of composition C31H45BrF5N9RuS2Si2 at a distorted geometry, with ωB97M-V/def2-TZVPD.

Structure (XYZ):
```
96
Properties=species:S:1:pos:R:3:lowdin_spin:R:1
Ru -0.04 -0.31 0.02 0.084
C 2.23 -2.22 -3.76 0.000
N 3.04 -1.83 -2.61 -0.001
C 4.47 -2.07 -2.69 0.000
C 2.45 -1.31 -1.50 -0.002
N 1.31 -0.72 -1.50 0.003
N 3.14 -1.53 -0.31 0.000
C 2.60 -1.59 0.96 0.001
N 3.45 -2.13 1.89 0.000
N 1.44 -1.13 1.24 0.000
H 2.69 -3.10 -4.21 0.000
H 2.17 -1.44 -4.51 0.000
H 1.23 -2.50 -3.42 0.000
H 4.79 -1.91 -3.72 0.000
H 4.75 -3.08 -2.40 0.000
H 5.03 -1.34 -2.09 0.000
H 0.93 -0.62 -2.44 0.000
H 4.02 -2.00 -0.41 0.000
H 4.17 -2.76 1.57 0.000
H 3.04 -2.39 2.77 0.000
H 1.20 -1.25 2.22 0.000
C 2.79 2.85 -1.56 0.011
Si 1.33 2.77 -2.74 0.068
C 1.10 4.45 -3.54 0.021
C 1.80 1.57 -4.11 -0.002
C -0.22 2.22 -1.81 0.573
C -1.11 1.20 -2.35 0.066
C -1.67 1.28 -3.63 0.026
C -2.64 0.38 -4.01 0.001
C -3.04 -0.61 -3.12 0.012
C -2.42 -0.67 -1.89 -0.001
N -1.46 0.19 -1.50 0.025
Si -1.22 3.52 -0.86 0.059
C -2.12 4.56 -2.14 0.028
C -0.08 4.66 0.11 0.000
C -2.60 2.75 0.16 0.001
H 3.71 2.99 -2.12 0.001
H 2.86 1.91 -1.01 0.000
H 2.71 3.67 -0.84 0.000
H 2.01 4.70 -4.09 0.003
H 0.92 5.25 -2.82 0.000
H 0.28 4.46 -4.26 0.000
H 2.27 2.12 -4.92 0.000
H 0.95 1.03 -4.53 0.000
H 2.52 0.84 -3.74 0.000
H -1.36 2.08 -4.29 0.002
H -3.10 0.45 -4.99 0.000
H -3.81 -1.32 -3.36 0.001
H -2.67 -1.44 -1.17 0.000
H -1.45 5.10 -2.81 0.000
H -2.73 5.30 -1.62 0.004
H -2.79 3.95 -2.75 0.000
H 0.26 5.47 -0.53 0.000
H 0.81 4.16 0.51 0.000
H -0.62 5.11 0.95 0.000
H -3.53 2.82 -0.40 0.000
H -2.74 3.29 1.10 0.000
H -2.45 1.69 0.39 0.000
C -0.55 -2.82 3.66 0.000
N -0.77 -1.45 4.05 0.000
C -0.43 -0.98 5.40 0.000
C -0.99 0.45 5.42 0.000
N -1.33 0.66 4.02 0.000
C -1.28 -0.47 3.30 0.000
S -1.87 -0.60 1.69 0.001
H -0.81 -3.47 4.49 0.000
H 0.49 -3.00 3.37 0.000
H -1.18 -3.04 2.80 0.000
H 0.65 -1.00 5.55 0.000
H -0.89 -1.62 6.15 0.000
H -0.25 1.18 5.76 0.000
H -1.88 0.54 6.05 0.000
H -1.94 1.41 3.72 0.000
F -2.56 -6.87 2.89 0.000
C -2.07 -5.95 2.08 0.000
C -2.91 -5.09 1.39 0.000
F -4.23 -5.20 1.54 0.000
C -2.37 -4.13 0.55 0.000
F -3.23 -3.33 -0.09 0.000
C -1.00 -3.97 0.37 0.000
S -0.32 -2.78 -0.72 -0.002
C -0.19 -4.85 1.08 0.000
F 1.15 -4.75 1.00 0.000
C -0.70 -5.82 1.92 0.000
F 0.13 -6.63 2.59 0.000
Br -1.07 4.17 3.74 0.000
C 0.28 3.21 2.84 0.000
C 1.62 3.40 3.13 -0.002
C 2.53 2.63 2.43 0.001
C 2.08 1.71 1.50 0.000
N 0.78 1.54 1.21 0.019
C -0.10 2.29 1.87 0.000
H 1.93 4.12 3.87 0.000
H 3.60 2.74 2.60 0.000
H 2.78 1.10 0.95 0.000
H -1.14 2.14 1.63 0.000
```

Its multiplicity is 2. As for the net charge: +1. The LUMO energy (spin up / spin down) comes out at -2.124 / -2.825 eV. For the total energy, the calculation gives -169923.535 eV. As for the HOMO-LUMO gap (spin up / spin down): 7.35 / 6.69 eV.


(6)
Computed, not measured: a cluster of 8 separate species, C20H55F5N18O11SSi in total, with ωB97M-V/def2-TZVPD.

Structure (XYZ):
```
111
Properties=species:S:1:pos:R:3:mulliken_charge:R:1
N 3.88 -0.70 2.21 -0.622
C 3.03 -1.64 2.27 0.369
N 3.26 -2.99 2.01 -0.416
N 1.69 -1.32 2.55 -0.334
C 1.13 -0.24 1.72 -1.261
C 1.28 -0.47 0.21 -0.092
C 0.15 0.14 -0.60 -0.393
C -1.21 -0.57 -0.46 -0.003
Si -1.62 -2.02 -1.56 -0.735
C -0.75 -3.59 -0.99 -0.048
C -1.48 -4.89 -1.35 -0.879
C -0.57 -6.10 -1.17 -0.488
O -1.25 -7.34 -1.26 -0.565
C -3.46 -2.25 -1.77 -0.874
C -4.30 -1.59 -0.66 0.057
O -4.60 -0.25 -1.05 -0.648
C -5.62 -2.33 -0.44 -0.325
N -5.43 -3.71 0.05 -0.616
S -1.01 -1.61 -3.71 0.939
O -0.83 -0.19 -3.92 -0.630
O -1.90 -2.40 -4.53 -0.696
C 0.64 -2.40 -4.17 0.483
F 0.58 -3.70 -3.83 -0.215
F 0.74 -2.30 -5.50 -0.266
C 1.93 -1.83 -3.56 0.657
F 2.00 -0.52 -3.70 -0.182
F 1.95 -2.10 -2.25 -0.319
F 3.01 -2.37 -4.11 -0.276
H 4.80 -1.02 1.92 0.168
H 2.62 -3.62 2.49 0.233
H 4.21 -3.27 2.18 0.233
H 1.10 -2.14 2.53 0.381
H 0.07 -0.14 1.99 0.492
H 1.64 0.68 2.01 0.389
H 2.24 -0.04 -0.11 0.515
H 1.36 -1.56 0.02 0.100
H 0.42 0.19 -1.66 0.098
H -0.03 1.18 -0.30 0.265
H -1.31 -0.99 0.56 0.293
H -2.00 0.17 -0.57 0.033
H 0.27 -3.64 -1.39 0.225
H -0.64 -3.49 0.10 0.717
H -1.84 -4.87 -2.39 0.468
H -2.36 -5.03 -0.71 0.275
H -0.10 -6.06 -0.18 0.289
H 0.24 -6.07 -1.92 0.283
H -2.03 -7.23 -1.81 0.326
H -3.78 -1.79 -2.71 0.509
H -3.69 -3.32 -1.86 0.713
H -3.78 -1.58 0.31 0.186
H -4.21 0.38 -0.43 0.349
H -6.18 -2.34 -1.38 0.305
H -6.16 -1.76 0.32 -0.062
H -5.78 -3.78 1.00 0.333
H -4.45 -3.96 0.10 0.123
C -0.63 3.42 -5.50 0.661
O -1.83 3.39 -5.29 -0.636
N -0.02 4.55 -5.99 -0.413
N 0.20 2.37 -5.26 -0.218
H 0.97 4.60 -6.18 0.150
H -0.60 5.34 -6.18 0.234
H -0.19 1.51 -4.89 0.250
H 1.18 2.41 -5.44 0.158
C -7.82 -0.47 2.75 0.644
O -6.84 -1.14 2.48 -0.618
N -8.40 -0.48 3.99 -0.437
N -8.42 0.33 1.82 -0.344
H -9.21 0.06 4.22 0.150
H -7.98 -1.07 4.68 0.217
H -8.01 0.36 0.90 0.220
H -9.23 0.89 2.01 0.168
C -1.15 4.14 -0.93 0.660
O -1.37 3.02 -0.49 -0.667
N -1.85 5.24 -0.54 -0.391
N -0.16 4.37 -1.85 -0.296
H -1.65 6.18 -0.84 0.108
H -2.57 5.10 0.15 0.196
H 0.38 3.59 -2.16 0.156
H 0.06 5.29 -2.20 0.184
C -0.25 7.74 1.73 0.621
O -0.76 7.82 0.62 -0.630
N 0.42 8.78 2.30 -0.413
N -0.28 6.58 2.45 -0.326
H 0.87 8.72 3.20 0.158
H 0.47 9.64 1.78 0.220
H -0.71 5.78 2.02 0.199
H 0.16 6.48 3.34 0.171
C 5.88 -0.26 -1.46 0.598
O 5.88 -0.42 -0.25 -0.641
N 6.84 0.47 -2.10 -0.399
N 4.90 -0.78 -2.26 -0.180
H 6.85 0.63 -3.09 0.142
H 7.55 0.89 -1.52 0.244
H 4.20 -1.33 -1.81 0.048
H 4.87 -0.65 -3.26 0.133
C 1.03 -2.14 6.06 0.497
O 1.75 -2.96 5.52 -0.643
N 0.77 -2.17 7.41 -0.412
N 0.42 -1.13 5.37 -0.306
H 0.19 -1.50 7.87 0.148
H 1.21 -2.90 7.94 0.238
H 0.63 -1.07 4.39 0.333
H -0.22 -0.49 5.80 0.166
C 7.16 2.54 2.35 0.638
O 6.31 3.39 2.15 -0.648
N 7.09 1.28 1.84 -0.221
N 8.27 2.80 3.12 -0.379
H 7.79 0.58 2.01 0.155
H 6.29 1.01 1.28 0.113
H 8.34 3.72 3.51 0.221
H 8.97 2.12 3.32 0.157
```

As for the net charge: 0. The LUMO energy comes out at 0.423 eV. For the total energy, the calculation gives -103284.667 eV. As for the HOMO-LUMO gap: 8.97 eV.